1.
This record from OMol25 describes a molecular structure, C27H41BrN2OS2SbSc in a non-equilibrium geometry. The level of theory is ωB97M-V/def2-TZVPD.

The frontier orbital gap comes out at 8.09 eV. The strongest force on any atom comes out at 2.00 eV Å⁻¹. Its total energy is -152645.5241 eV. As for the HOMO energy: -8.208 eV. The spin multiplicity is 1. For the energy above the lowest of the compared OMol25 structures with the same formula, charge and spin, the calculation gives 13.6 kcal per mole.

Last column: Löwdin charge in e.
Geometry (Å):
1 Sc 1.82169 -0.53339 0.17705  0.331
2 C 1.08632 6.97127 1.66343  -0.045
3 C 0.35822 6.49545 0.39770  -0.559
4 C -1.06275 7.05979 0.41564  -0.066
5 C 1.08052 7.04393 -0.84177  -0.046
6 C 0.36310 4.96531 0.35566  -0.160
7 C 1.57595 4.27714 0.31744  -0.070
8 C 1.54624 2.90899 0.26916  -0.516
9 Br 3.19576 1.94125 0.21412  0.909
10 C 0.38504 2.13361 0.25272  -0.328
11 O 0.52836 0.79689 0.15583  -0.309
12 C -0.83425 2.80166 0.32675  -0.078
13 C -0.79504 4.20257 0.36133  0.027
14 C -2.21584 2.12345 0.33798  -0.523
15 C -3.03324 2.63816 1.53873  -0.042
16 C -2.94481 2.47216 -0.96858  -0.036
17 C -2.16628 0.59734 0.45989  -0.074
18 H 1.07396 8.06372 1.71718  0.087
19 H 2.13053 6.64821 1.67375  0.080
20 H 0.60202 6.57740 2.56107  0.092
21 H -1.01684 8.15095 0.43307  0.087
22 H -1.61611 6.73669 1.30226  0.089
23 H -1.62665 6.76453 -0.47387  0.089
24 H 1.06553 8.13770 -0.83225  0.087
25 H 0.59281 6.70152 -1.75859  0.092
26 H 2.12555 6.72523 -0.87583  0.079
27 H 2.52731 4.79721 0.32640  0.112
28 H -1.74196 4.72205 0.38681  0.094
29 H -3.25230 3.70515 1.47376  0.076
30 H -2.50035 2.45819 2.47679  0.095
31 H -3.98967 2.11023 1.58222  0.086
32 H -3.07873 3.55085 -1.07942  0.081
33 H -3.93448 2.00432 -0.98291  0.089
34 H -2.38205 2.11109 -1.83364  0.093
35 H -1.62253 0.27855 1.34965  0.083
36 H -1.70200 0.12984 -0.40669  0.065
37 H -3.19223 0.22781 0.53893  0.089
38 S 3.49398 -1.66510 -1.22844  0.563
39 C 4.07684 -2.23847 0.32856  -1.096
40 S 3.24043 -1.75285 1.79121  0.554
41 C 5.14194 -3.08880 0.38993  -0.382
42 C 5.61048 -3.60391 1.65124  -0.247
43 N 5.98604 -4.02425 2.65587  0.158
44 C 5.81226 -3.53183 -0.80586  -0.248
45 N 6.34222 -3.88567 -1.76542  0.158
46 C -2.04696 -5.20321 0.70874  -0.129
47 C -1.51052 -3.87372 1.23218  -0.556
48 C -2.62159 -2.84422 1.46177  -0.156
49 Sb 0.02770 -2.98223 0.01283  1.515
50 C 1.39934 -4.63545 -0.23938  -0.550
51 C 1.05498 -5.64259 -1.33319  -0.128
52 C 1.58964 -5.29200 1.12743  -0.145
53 C -0.93192 -2.63829 -1.91427  -0.548
54 C 0.12857 -2.11595 -2.88544  -0.161
55 C -1.73921 -3.78468 -2.52543  -0.130
56 H -2.73867 -5.62607 1.44700  0.085
57 H -1.25848 -5.93848 0.54116  0.050
58 H -2.60071 -5.08207 -0.22236  0.058
59 H -0.98445 -4.05370 2.17227  0.081
60 H -3.12233 -2.58325 0.52280  0.073
61 H -2.24679 -1.92144 1.90636  0.052
62 H -3.38420 -3.25402 2.13377  0.082
63 H 2.31471 -4.12259 -0.52190  0.032
64 H 0.10683 -6.15151 -1.15352  0.061
65 H 1.83507 -6.41087 -1.36917  0.086
66 H 1.01442 -5.18050 -2.32054  0.062
67 H 0.69014 -5.82417 1.44965  0.061
68 H 1.85899 -4.56897 1.89985  0.055
69 H 2.40080 -6.02496 1.07326  0.088
70 H -1.61760 -1.81906 -1.68767  0.062
71 H 0.90575 -2.85497 -3.09109  0.071
72 H 0.62505 -1.22157 -2.51874  0.033
73 H -0.33576 -1.84233 -3.83895  0.084
74 H -1.18521 -4.72163 -2.56158  0.056
75 H -2.01724 -3.52972 -3.55528  0.080
76 H -2.66541 -3.96171 -1.97943  0.057

2.
This record from OMol25 describes a molecular structure, C27H41CdCl3N3O3Si in a non-equilibrium geometry. The level of theory is ωB97M-V/def2-TZVPD.

The frontier orbital gap comes out at 5.85 eV. The strongest force on any atom comes out at 3.36 eV Å⁻¹. Its total energy is -89290.5963 eV. As for the HOMO energy: -3.748 eV. The spin multiplicity is 1. Its charge is -1. For the energy above the lowest of the compared OMol25 structures with the same formula, charge and spin, the calculation gives 0.0 kcal per mole.

Last column: Löwdin charge in e.
Geometry (Å):
1 C -1.82711 -2.10876 -4.37597  -0.055
2 C -1.14909 -2.50939 -3.10009  -0.222
3 H -2.33980 -2.95732 -4.86576  0.065
4 H -1.08948 -1.71584 -5.09887  0.083
5 H -2.57638 -1.32792 -4.16883  0.083
6 C -0.67913 -3.75106 -2.88575  -0.143
7 C -0.92773 -4.94489 -3.74841  -0.120
8 H -0.08243 -3.95142 -1.98905  0.094
9 H -0.33128 -4.94200 -4.67630  0.072
10 H -1.99056 -5.04762 -4.02959  0.069
11 H -0.65186 -5.84833 -3.18821  0.061
12 Cd -2.63782 1.82652 1.37248  0.933
13 Cl -3.22881 2.40514 3.66171  -0.307
14 Cl 1.67476 1.49596 -1.13594  0.381
15 H 0.94523 5.69164 3.43407  0.081
16 H -0.69156 6.63817 4.43913  0.086
17 C 0.45192 5.27118 2.55861  -0.018
18 C -1.43793 6.51546 3.64384  -0.045
19 N -0.97938 5.47562 2.72749  -0.179
20 H 0.66045 4.20387 2.46826  0.095
21 C -1.86003 4.76472 2.02780  -0.377
22 O -1.53103 3.86608 1.21026  -0.184
23 H -2.40808 6.22268 4.07561  0.092
24 H -2.91745 4.98633 2.25037  0.116
25 H 0.81353 5.78429 1.66163  0.101
26 H -1.57105 7.48036 3.12671  0.092
27 H 2.60958 -0.72743 -3.12351  0.080
28 H 1.82195 -3.08598 -1.91811  0.069
29 C 3.53925 -0.89258 -2.56553  -0.072
30 C 2.85719 -3.02348 -1.55283  -0.055
31 N 3.25205 -1.63970 -1.36280  -0.184
32 H 3.99057 0.06295 -2.30375  0.070
33 C 3.57336 -1.15984 -0.12629  -0.368
34 O 4.09550 -0.06727 0.10064  -0.060
35 H 2.93319 -3.55590 -0.59842  0.084
36 H 3.32583 -1.87806 0.68592  0.119
37 H 4.21154 -1.47714 -3.20187  0.080
38 H 3.50918 -3.49792 -2.29988  0.084
39 O -0.03851 -0.47805 -2.22371  -0.387
40 C -1.02813 -1.40303 -2.00971  -0.419
41 C 0.21438 -1.82939 0.21658  -0.064
42 C -0.89675 -2.04396 -0.60511  -0.181
43 H 0.92514 -1.04585 -0.05950  0.068
44 C 0.39491 -2.62854 1.34811  -0.120
45 H -1.99319 -0.86028 -1.97899  0.084
46 C -1.90952 -2.90915 -0.18115  -0.065
47 H 1.31205 -2.52519 1.93201  0.080
48 C -0.57908 -3.55451 1.72578  -0.120
49 C -1.74371 -3.69066 0.96223  -0.100
50 H -2.80698 -2.98602 -0.80286  0.119
51 H -0.42724 -4.17373 2.60952  0.086
52 H -2.51235 -4.41466 1.24268  0.091
53 Si 0.40646 1.92058 -2.76218  0.191
54 Cl -3.67048 0.53833 -0.23238  -0.294
55 C 1.49093 3.33770 -3.48942  -0.267
56 C -1.15761 2.73931 -2.09937  -0.213
57 C 0.11442 0.83351 -4.26977  -0.215
58 H 1.96389 3.93867 -2.70729  -0.004
59 H 0.91188 4.02412 -4.11536  0.009
60 H 2.29465 2.93976 -4.11538  0.008
61 H -0.05483 -0.16268 -3.77959  -0.019
62 H 0.96884 0.78183 -4.95328  0.016
63 H -0.80012 1.13160 -4.80918  0.030
64 H -2.04924 2.15396 -2.34220  0.002
65 H -1.26571 3.73823 -2.54836  0.023
66 H -1.11517 2.87285 -1.00911  -0.027
67 N -0.45599 0.89646 1.68830  0.138
68 C -0.19190 0.37841 2.70834  -0.142
69 C 0.00955 -0.22871 3.97671  -0.222
70 C -1.08372 -0.33823 4.85261  -0.029
71 C -0.90950 -0.97027 6.08235  -0.070
72 C 0.35475 -1.45022 6.45124  -0.081
73 C 1.44756 -1.30215 5.58601  -0.077
74 C 1.28404 -0.69267 4.33919  -0.027
75 H -2.04165 0.10774 4.55916  0.055
76 H -1.76758 -1.07053 6.74831  0.106
77 H 0.49001 -1.93811 7.42049  0.102
78 H 2.43907 -1.65543 5.87373  0.104
79 H 2.11936 -0.56218 3.64179  0.126

3.
This record from OMol25 describes a molecular structure, C27H41IrO3Se2 in a non-equilibrium geometry. The level of theory is ωB97M-V/def2-TZVPD.

The frontier orbital gap (alpha / beta) comes out at 5.75 / 4.76 eV. The strongest force on any atom comes out at 1.86 eV Å⁻¹. Its total energy is -168310.5912 eV. As for the HOMO energy (alpha / beta): -16.168 / -16.153 eV. The spin multiplicity is 2. Its charge is +3. For the energy above the lowest of the compared OMol25 structures with the same formula, charge and spin, the calculation gives 36.4 kcal per mole.

Last column: Mulliken spin population.
Geometry (Å):
1 Ir 0.65556 -1.58153 -0.01556  0.036
2 C -0.10550 -1.38009 3.63109  0.001
3 C 0.25244 -2.21366 2.44461  -0.005
4 C -0.69799 -3.01074 1.79236  -0.012
5 C -0.33707 -3.80282 0.69214  0.023
6 C -1.28300 -4.76605 0.05709  0.009
7 C 1.01838 -3.78349 0.23657  0.004
8 C 2.03971 -3.11174 0.92493  -0.001
9 C 3.49009 -3.29519 0.60449  0.000
10 C 1.58502 -2.25392 1.96704  0.001
11 H -0.95224 -0.72843 3.41349  -0.001
12 H 0.73316 -0.78164 3.97910  0.000
13 H -0.41133 -2.03864 4.44845  0.000
14 H -1.71426 -3.04388 2.16815  -0.007
15 H -1.12299 -4.84738 -1.01848  -0.004
16 H -2.32275 -4.53966 0.27821  0.004
17 H -1.07002 -5.75986 0.46506  0.000
18 H 1.27551 -4.40413 -0.61393  0.000
19 H 3.65521 -3.43045 -0.46363  0.000
20 H 3.84962 -4.19409 1.11046  0.000
21 H 4.08645 -2.45713 0.96169  0.000
22 H 2.31995 -1.63390 2.46538  0.001
23 C -4.72673 -0.69035 -0.96716  -0.005
24 Se -3.30755 -1.94790 -0.60230  0.765
25 C -2.72958 -2.34407 -2.43316  -0.013
26 C -1.48471 -1.62292 -2.91589  0.080
27 Se 0.23671 -2.37616 -2.36118  -0.003
28 C 1.31342 -1.17487 -3.44603  0.000
29 H -5.52967 -1.24240 -1.45436  0.027
30 H -4.34474 0.10526 -1.60256  0.012
31 H -5.05713 -0.30094 -0.00774  0.001
32 H -3.56619 -2.06669 -3.07400  0.000
33 H -2.63676 -3.42956 -2.47422  0.007
34 H -1.46357 -0.57059 -2.65265  -0.047
35 H -1.44532 -1.71633 -4.00357  -0.004
36 H 1.15946 -1.44362 -4.48900  0.000
37 H 2.35225 -1.33430 -3.16974  0.000
38 H 0.99517 -0.15546 -3.23984  0.000
39 C -0.67962 6.41326 0.37875  0.000
40 C -0.79641 4.92481 0.27096  -0.001
41 C -0.54647 4.26730 -0.93011  0.000
42 C -0.66105 2.89343 -1.05915  0.004
43 C -0.40908 2.31469 -2.42897  -0.001
44 C -1.07887 2.13951 0.06743  -0.002
45 C -1.36512 2.79099 1.29222  0.007
46 C -1.80847 2.08101 2.54273  0.000
47 C -1.18943 4.16254 1.36662  0.001
48 C -1.22886 0.67524 -0.01592  0.036
49 O -2.10202 0.10022 0.65800  0.120
50 O -0.39693 -0.01947 -0.77471  -0.038
51 H -0.12023 6.83565 -0.45317  0.000
52 H -0.19933 6.70407 1.31244  0.000
53 H -1.67504 6.86274 0.37538  0.000
54 H -0.26478 4.85202 -1.79789  0.001
55 H -0.34663 3.11754 -3.16093  0.000
56 H -1.21019 1.64611 -2.74598  -0.002
57 H 0.52368 1.75732 -2.46105  0.000
58 H -1.26846 1.14771 2.70586  0.000
59 H -2.86957 1.83361 2.50009  0.001
60 H -1.65000 2.72294 3.40633  0.000
61 H -1.38018 4.66083 2.30957  0.000
62 C 2.82888 2.08220 0.90686  0.000
63 C 3.92325 1.31406 0.15828  0.000
64 C 3.14917 0.24055 -0.57906  -0.001
65 O 1.96682 0.00174 0.27384  0.004
66 C 1.91267 0.97919 1.38112  0.000
67 H 2.28927 2.75533 0.24091  0.000
68 H 3.22245 2.65873 1.74166  0.000
69 H 4.63148 0.87171 0.85942  0.000
70 H 4.47993 1.94417 -0.53204  0.000
71 H 3.67294 -0.70733 -0.68801  0.000
72 H 2.77657 0.57768 -1.54319  0.000
73 H 2.28714 0.49028 2.28232  0.000
74 H 0.87348 1.27698 1.50404  0.001